No. 1
This record from the OMol25 dataset describes C3H24B3N6NiO3 as an isolated structure in a non-equilibrium geometry. The level of theory is the ωB97M-V functional and the def2-TZVPD basis.

Each line ends with the Mulliken charge.
Cartesian coordinates (Å):
Ni -0.14 0.44 -0.58  0.66
B -1.49 1.78 1.41  1.42
H -0.67 1.08 1.02  -0.62
H -1.57 1.64 2.55  -0.27
H -1.18 2.87 1.33  -0.30
H -2.50 1.61 0.92  -0.32
B 1.26 -0.94 -1.78  0.55
H 0.14 -1.10 -1.76  -0.29
H 1.47 -0.04 -2.46  -0.20
H 1.67 -0.80 -0.73  -0.49
H 1.84 -1.79 -2.28  -0.27
B -1.41 1.81 -1.89  0.67
H -1.00 2.25 -0.93  -0.20
H -1.67 2.59 -2.69  -0.26
H -0.57 1.19 -2.30  -0.24
H -2.30 1.19 -1.57  -0.43
C -2.25 -2.01 -0.36  0.32
O -1.80 -0.87 -0.52  -0.42
N -1.62 -2.99 0.32  -0.30
N -3.44 -2.27 -0.92  -0.49
H -1.92 -3.90 0.02  0.15
H -0.70 -2.80 0.69  0.25
H -3.94 -3.14 -0.88  0.16
H -3.97 -1.41 -1.01  0.26
C 0.28 -1.53 2.38  0.68
O 0.58 -1.55 1.19  -0.83
N -0.18 -0.50 3.13  -0.22
N 0.65 -2.53 3.25  -0.46
H -0.28 -0.56 4.12  0.16
H -0.41 0.39 2.68  0.12
H 0.69 -2.31 4.23  0.10
H 1.04 -3.42 3.02  0.21
C 2.69 2.06 -1.07  0.50
O 1.56 1.77 -0.66  -0.58
N 3.13 3.33 -1.16  -0.50
N 3.64 1.16 -1.31  -0.31
H 2.39 4.02 -1.13  0.25
H 4.05 3.62 -1.43  0.14
H 4.48 1.47 -1.76  0.15
H 3.46 0.19 -1.11  0.28

Properties
E_HOMO (alpha / beta) = -4.574 / -4.460 eV
LUMO (alpha / beta) = 0.1048 / 0.1048 Eh
2S+1 = 3
orbital gap (alpha / beta) = 7.427 / 7.310 eV
net charge = -1
strongest force on any atom = 0.058 Eh/bohr

***

No. 2
This record from the OMol25 dataset describes a 10-piece molecular cluster, C3H24NO11 overall in a non-equilibrium geometry. The level of theory is the ωB97M-V functional and the def2-TZVPD basis.

Each line ends with the Mulliken charge.
Cartesian coordinates (Å):
C 0.44 2.51 1.93  0.18
N 0.89 1.22 2.18  -0.20
C 0.19 0.27 1.19  -0.39
C 0.56 0.61 -0.26  -0.29
O -0.50 0.57 -1.10  -0.85
O 1.08 3.58 1.92  -0.58
H -0.76 2.57 1.70  0.26
H 1.94 1.01 2.14  0.31
H -0.94 0.50 1.24  0.08
H 0.36 -0.79 1.42  0.46
H 1.48 0.12 -0.73  0.00
H 0.91 1.65 -0.40  0.27
H -0.81 -3.75 -2.09  0.32
H -1.53 -3.28 -0.77  0.32
O -1.27 -4.05 -1.25  -0.67
H 2.01 -1.54 -3.03  0.27
H 0.69 -2.01 -3.19  0.39
O 1.65 -2.35 -3.06  -0.65
H 1.50 -2.49 0.22  0.31
H 2.15 -1.33 -0.22  0.28
O 2.21 -2.07 0.42  -0.55
H -1.95 -1.38 3.70  0.31
H -2.02 -1.57 2.23  0.30
O -1.55 -1.90 2.99  -0.62
H -1.73 2.64 -1.20  0.41
H -1.40 2.96 0.24  0.22
O -2.01 3.25 -0.42  -0.75
H 1.93 -0.91 3.52  0.35
H 2.83 -2.23 2.97  0.32
O 2.73 -1.46 3.59  -0.67
H -1.87 -0.10 -1.03  0.50
H -3.17 0.05 -0.26  0.23
O -2.69 -0.60 -0.66  -0.71
H 0.02 3.00 -2.67  0.35
H -0.65 1.81 -1.95  0.14
O -0.91 2.55 -2.73  -0.77
H -1.08 -0.29 -3.43  0.30
H -0.25 -0.16 -2.34  0.61
O -0.13 -0.46 -3.24  -0.80

Properties
E_HOMO = -6.647 eV
LUMO = 0.0998 Eh
2S+1 = 1
orbital gap = 9.362 eV
net charge = -1
strongest force on any atom = 0.158 Eh/bohr

***

No. 3
This record from the OMol25 dataset describes a 9-piece molecular cluster, C3H24O8 overall in a non-equilibrium geometry. The level of theory is the ωB97M-V functional and the def2-TZVPD basis.

Each line ends with the Mulliken charge.
Cartesian coordinates (Å):
C 0.27 -2.83 -0.68  -0.84
C 1.49 -3.56 -0.16  -0.32
C 2.20 -2.61 0.81  -0.85
H -0.03 -2.03 0.00  0.01
H -0.68 -3.22 -1.07  0.45
H 0.48 -2.25 -1.59  0.27
H 2.23 -3.81 -0.92  0.30
H 1.17 -4.53 0.23  0.30
H 1.52 -2.41 1.65  0.34
H 3.08 -3.12 1.19  0.40
H 2.39 -1.68 0.32  -0.02
O 0.56 2.18 2.00  -0.60
H 1.29 1.77 1.52  0.33
H 0.71 1.79 2.85  0.31
O -3.46 1.60 -2.74  -0.64
H -3.34 1.63 -1.79  0.32
H -2.53 1.86 -2.89  0.36
O -1.12 1.57 -1.59  -0.70
H -1.43 2.01 -0.75  0.37
H -0.81 0.76 -1.16  0.36
O -2.20 -0.42 0.18  -0.55
H -2.11 -0.72 1.07  0.21
H -2.61 0.43 0.18  0.35
O -2.60 0.91 2.71  -0.63
H -1.67 1.06 2.60  0.33
H -2.73 -0.02 2.76  0.27
O 2.18 1.23 -2.84  -0.63
H 2.00 1.99 -3.40  0.30
H 1.33 1.18 -2.38  0.31
O -1.71 3.18 0.44  -0.60
H -1.11 3.12 1.20  0.30
H -1.80 4.13 0.28  0.27
O 3.23 0.39 1.03  -0.62
H 3.49 0.38 0.09  0.38
H 2.34 0.05 0.87  0.16

Properties
E_HOMO = -10.477 eV
LUMO = -0.0082 Eh
2S+1 = 1
SMILES = CCC.O.O.O.O.O.O.O.O
orbital gap = 10.254 eV
strongest force on any atom = 0.052 Eh/bohr

***

No. 4
This record from the OMol25 dataset describes a 9-piece molecular cluster, C3H25NO8S2 overall in a non-equilibrium geometry. The level of theory is the ωB97M-V functional and the def2-TZVPD basis.

Each line ends with the Mulliken charge.
Cartesian coordinates (Å):
C -1.36 1.71 -2.11  -0.26
S -1.93 2.18 -0.42  -0.08
S -0.67 3.19 0.66  -0.09
C 0.30 2.12 1.76  0.25
C 1.79 2.44 1.49  -0.65
N 2.14 2.41 0.07  -0.46
H -1.37 2.60 -2.74  0.47
H -0.36 1.30 -2.06  -0.69
H -1.88 1.01 -2.74  0.47
H 0.30 1.09 1.45  -0.34
H -0.01 2.31 2.80  0.40
H 2.43 1.59 1.93  0.12
H 2.11 3.39 1.94  0.43
H 1.69 1.62 -0.36  0.12
H 2.04 3.27 -0.45  0.28
O -1.35 -1.56 -2.09  -0.55
H -1.31 -1.14 -1.21  0.30
H -1.50 -2.49 -1.89  0.29
O -1.05 -3.67 1.60  -0.67
H -0.10 -3.78 1.57  0.31
H -1.38 -4.04 0.78  0.32
O 1.73 -0.48 -1.52  -0.59
H 1.74 -0.35 -2.48  0.31
H 0.97 -1.07 -1.44  0.36
O 2.56 -1.12 1.73  -0.69
H 2.92 -0.57 1.01  0.34
H 3.29 -1.62 2.10  0.30
O 0.37 0.12 -3.99  -0.68
H -0.33 -0.44 -3.63  0.32
H 0.41 0.97 -3.56  0.37
O 0.70 -2.32 0.23  -0.68
H 1.47 -2.53 0.79  0.42
H 0.60 -1.45 0.64  0.26
O -3.21 0.05 2.79  -0.64
H -2.55 -0.59 2.51  0.39
H -3.27 0.61 2.01  0.31
O -1.98 -1.25 0.76  -0.73
H -1.31 -1.96 0.64  0.36
H -2.63 -1.55 1.40  0.29

Properties
E_HOMO = -8.767 eV
LUMO = -0.0033 Eh
2S+1 = 1
SMILES = CSSCCN.O.O.O.O.O.O.O.O
orbital gap = 8.676 eV
strongest force on any atom = 0.059 Eh/bohr

***

No. 5
This record from the OMol25 dataset describes a 9-piece molecular cluster, C3H26NO8 overall. The level of theory is the ωB97M-V functional and the def2-TZVPD basis.

Each line ends with the Mulliken charge.
Cartesian coordinates (Å):
C -2.78 1.84 -1.37  -1.49
C -1.83 0.99 -0.56  0.46
C -1.23 -0.14 -1.37  -1.23
N -0.72 1.86 -0.07  0.04
H -3.25 2.62 -0.78  0.41
H -2.30 2.27 -2.25  0.34
H -3.61 1.23 -1.73  0.41
H -2.33 0.60 0.30  0.34
H -0.77 0.23 -2.28  0.31
H -2.00 -0.82 -1.68  0.44
H -0.50 -0.72 -0.81  0.26
H -1.04 2.55 0.59  0.42
H 0.03 1.32 0.41  0.08
H -0.30 2.35 -0.89  0.39
H 0.77 3.82 -2.69  0.28
H 1.67 3.24 -1.52  0.39
O 0.74 3.44 -1.82  -0.68
H -1.11 -2.99 1.81  0.38
H -0.06 -2.78 2.93  0.32
O -0.46 -2.34 2.16  -0.80
H -1.30 0.45 3.52  0.31
H -0.88 -0.60 2.43  0.41
O -1.12 0.35 2.58  -0.63
H 2.24 -2.19 -2.60  0.33
H 2.20 -3.59 -1.93  0.31
O 1.79 -2.71 -1.91  -0.68
H 1.84 -0.06 0.70  0.41
H 2.13 1.07 1.70  0.31
O 1.80 0.93 0.81  -0.90
H 1.75 -2.02 -0.29  0.40
H 1.02 -2.01 1.10  0.42
O 1.78 -1.64 0.60  -0.79
H 2.76 1.98 -0.22  0.48
H 3.89 2.22 -1.25  0.32
O 3.15 2.64 -0.81  -0.73
H -3.17 -4.34 1.45  0.31
H -2.01 -4.86 0.59  0.30
O -2.21 -4.26 1.32  -0.64

Properties
E_HOMO = -14.135 eV
LUMO = -0.0881 Eh
2S+1 = 1
orbital gap = 11.738 eV
net charge = +1
strongest force on any atom = 0.017 Eh/bohr

***

No. 6
This record from the OMol25 dataset describes a 10-piece molecular cluster, C3H27N3O9 overall in a non-equilibrium geometry. The level of theory is the ωB97M-V functional and the def2-TZVPD basis.

Each line ends with the Mulliken charge.
Cartesian coordinates (Å):
H 2.96 -1.39 -0.16  0.19
N 2.13 -0.96 -0.51  -0.43
C 2.04 0.06 -1.25  0.10
N 3.14 0.55 -2.00  -0.49
N 0.83 0.47 -1.81  -0.20
C 0.45 1.86 -1.36  0.57
C -0.86 2.24 -2.05  -1.51
H 2.83 1.02 -2.85  0.30
H 3.85 1.14 -1.58  0.26
H 0.10 -0.22 -1.66  0.18
H 0.29 1.88 -0.30  -0.11
H 1.30 2.51 -1.66  0.28
H -0.89 2.21 -3.15  0.36
H -1.70 1.59 -1.77  0.28
H -1.28 3.14 -1.60  0.43
O -2.01 -1.81 0.10  -0.49
H -2.43 -2.57 -0.29  0.21
H -1.07 -1.79 -0.09  0.34
O -2.54 -0.25 -2.40  -0.63
H -3.18 -0.69 -1.82  0.31
H -1.89 -0.95 -2.52  0.26
O -2.10 2.92 0.31  -0.57
H -2.14 3.46 1.10  0.29
H -2.04 2.01 0.63  0.25
O 2.49 2.34 0.36  -0.66
H 2.31 1.58 1.01  0.32
H 2.04 3.04 0.84  0.32
O 0.24 -0.45 1.55  -0.66
H 0.80 -0.89 2.22  0.41
H 0.47 -0.73 0.66  0.11
O -0.47 -3.85 -0.68  -0.63
H 0.46 -4.01 -0.97  0.31
H -0.94 -4.21 -1.44  0.29
O 1.09 1.70 3.03  -0.67
H 1.50 1.50 3.87  0.29
H 0.71 0.92 2.61  0.46
O -2.90 -1.77 2.50  -0.64
H -3.29 -1.01 2.07  0.29
H -2.09 -2.08 2.11  0.36
O 0.86 -2.56 2.98  -0.69
H 0.97 -3.45 2.58  0.31
H -0.02 -2.51 3.37  0.31

Properties
E_HOMO = -8.967 eV
LUMO = -0.0040 Eh
2S+1 = 1
SMILES = [H]/N=C(\N)NCC.O.O.O.O.O.O.O.O.O
orbital gap = 8.858 eV
strongest force on any atom = 0.066 Eh/bohr

***

The highest 2S+1 belongs to which entry?
C3H24B3N6NiO3

***

What is the formula in the third record?
C3H24O8

***

Which value of strongest force on any atom does entry 3 give?
0.052 Eh/bohr

***

Which of these has the lowest strongest force on any atom?
C3H26NO8